Molecular formula: C14H47NO10
Method: DFT, ωB97M-V/def2-TZVPD

```
72
Properties=species:S:1:pos:R:3:forces:R:3:mulliken_charge:R:1
C -0.66827 20.40100 -8.05090 0.05 0.20 -0.06 -1.245
O 0.07787 19.34118 -8.66500 -0.76 0.26 0.34 -0.089
H -0.45887 20.58935 -6.99792 0.38 -0.42 0.19 0.059
H -0.50708 21.36170 -8.53995 0.08 0.05 -0.30 0.461
H -1.73613 20.18753 -8.09783 0.07 -0.33 -0.27 0.220
H 1.01333 19.46667 -8.48959 0.17 0.21 0.14 0.180
C -2.62605 18.35330 -4.81762 1.11 0.85 -1.23 0.716
O -4.00684 18.27842 -5.00699 -0.99 -1.15 0.55 -0.485
H -2.30762 18.89712 -3.92826 -0.20 0.16 -0.03 -0.138
H -2.07363 17.41405 -4.84462 -0.84 -0.65 0.39 -0.308
H -2.21152 18.80431 -5.71920 0.43 0.67 0.20 -0.170
H -4.37596 19.08578 -5.37238 0.48 0.15 0.06 0.327
C 2.95362 22.17946 -5.14520 0.86 0.47 -1.30 -1.320
O 1.89843 22.71016 -4.42721 -1.74 0.00 1.48 1.088
H 2.69999 22.52150 -6.14859 0.90 -0.83 -0.70 0.540
H 3.87120 22.67158 -4.82275 0.38 -0.28 -0.07 0.301
H 3.02627 21.09561 -5.05532 -0.15 0.17 -0.04 -0.284
H 1.65226 23.51374 -4.89116 -0.40 0.37 0.16 -0.136
C 3.45255 21.28509 -1.90621 1.29 0.93 0.27 -0.785
O 2.90457 22.60485 -1.97190 0.41 -1.15 0.25 -0.597
H 4.07359 20.98604 -2.75060 -0.62 0.10 -1.01 0.170
H 4.30189 21.37947 -1.22960 -0.52 -0.40 1.04 0.455
H 2.74182 20.48954 -1.68249 -0.02 0.11 0.29 0.200
H 2.41062 22.62758 -2.79476 -0.41 0.48 -0.34 0.199
C -1.41142 24.22966 -2.61279 0.84 -0.79 -1.00 -0.164
O -2.09751 24.61615 -3.77811 -0.31 1.14 0.08 -0.484
H -1.99798 23.47327 -2.09132 0.10 0.38 0.77 0.186
H -0.49095 23.74220 -2.93406 0.31 -0.40 0.19 -0.189
H -1.02941 25.09131 -2.06532 -0.80 0.05 0.31 0.322
H -2.24623 23.83176 -4.31122 -0.16 -0.33 -0.31 0.405
C 3.54124 16.19516 -4.60721 -0.63 0.34 0.11 -2.195
C 2.09236 16.89984 -4.70898 3.09 0.25 1.47 2.982
C 1.41238 16.50125 -6.00140 -0.48 -0.79 0.92 -1.422
C 0.80937 15.08663 -5.96472 1.09 0.74 -0.31 -0.972
C -0.06753 14.83291 -4.74836 0.85 0.10 0.08 -1.181
C 0.52843 15.34721 -3.33068 0.44 -1.26 -1.92 2.321
N 1.29279 16.60990 -3.51783 -3.25 0.01 -0.58 0.943
O 1.65840 17.16229 -2.25394 0.71 -0.81 -1.41 -0.314
C -0.67429 15.52362 -2.40784 0.51 0.49 0.56 -1.980
C 1.50052 14.25643 -2.78980 0.07 -0.01 0.57 -1.966
C 2.37607 18.42006 -4.73250 -0.41 0.14 -0.05 -2.648
H 4.04105 16.43045 -3.66756 -0.22 0.16 0.33 0.241
H 4.24811 16.57144 -5.34671 -0.27 0.03 -0.34 0.472
H 3.52596 15.10662 -4.66146 -0.21 0.01 -0.23 0.319
H 0.59132 17.20565 -6.13472 0.08 0.17 -0.53 0.284
H 2.18868 16.55618 -6.76457 -0.34 0.34 -0.27 0.535
H 1.58251 14.31904 -5.99886 0.45 0.12 0.22 0.355
H 0.33241 14.94894 -6.93511 -0.67 -0.10 0.21 0.379
H -0.08028 13.74301 -4.75562 -0.57 -0.11 0.76 0.371
H -1.07560 15.18718 -4.96372 -0.03 0.24 0.47 0.376
H -1.28684 14.62837 -2.30102 0.13 -0.12 -0.35 0.464
H -0.33449 15.77609 -1.40340 0.02 0.08 0.09 0.384
H -1.29924 16.34614 -2.75570 -0.08 -0.05 -0.13 0.013
H 1.02315 13.37435 -2.36301 -0.43 0.02 -0.17 0.498
H 2.26950 13.88544 -3.46740 -0.32 0.21 -0.47 0.310
H 2.07768 14.65095 -1.95354 -0.01 0.21 0.23 0.236
H 1.44865 18.97659 -4.86768 -0.25 -0.03 -0.21 -0.383
H 3.03878 18.69785 -5.55210 -0.01 -0.20 -0.13 0.469
H 2.80371 18.84802 -3.82582 0.21 -0.48 0.18 0.616
H 2.42223 16.60972 -2.07275 0.62 0.19 0.91 0.256
O -2.61818 22.47929 -5.60619 -0.54 0.20 -0.04 -0.741
H -1.86297 21.92072 -5.42211 0.62 -0.58 0.46 0.124
H -2.42183 22.87639 -6.45472 0.03 0.20 -0.30 0.328
O -0.24722 19.16209 -2.35005 -0.28 0.35 0.32 -0.483
H -1.00241 18.74865 -1.93174 -0.27 -0.23 0.10 0.202
H 0.25752 18.43237 -2.70919 0.51 -0.43 -0.22 -0.034
O -1.42696 20.86828 -0.34773 -0.27 0.30 0.28 -0.663
H -1.79916 20.02695 -0.08343 -0.09 -0.16 0.15 0.287
H -0.94877 20.67635 -1.15441 0.36 0.06 -0.23 0.440
O -0.48479 20.98005 -4.27185 -0.42 0.44 -0.82 0.342
H -0.45027 20.36492 -3.53928 -0.14 -0.54 0.42 -0.044
H 0.32443 21.48605 -4.19867 0.49 0.51 -0.16 0.049
```
Forces are in eV/Å.

Results
Net charge: -1
Strongest force on any atom in hartree/bohr: 0.067
Multiplicity: 2
E in eV: -37240.8223

Molecular formula: C14H48BF4N2O9
Method: DFT, ωB97M-V/def2-TZVPD

```
78
Properties=species:S:1:pos:R:3:forces:R:3:mulliken_charge:R:1
B 0.21734 -0.34950 1.28169 0.46 -1.67 -0.45 0.198
F 0.10245 0.30215 0.09870 -0.46 1.60 -1.77 -0.254
F 0.93294 -1.49731 1.02553 1.30 -1.18 -0.12 -0.164
F 0.83951 0.39789 2.22585 0.60 1.35 1.30 -0.403
F -0.98451 -0.76787 1.72265 -2.72 0.03 0.06 -0.341
C 1.24824 0.17563 -4.49543 0.01 -0.56 -0.68 -1.569
C 0.73333 -0.36673 -3.20138 -0.02 0.56 0.62 0.750
O 1.64098 -0.00663 -2.19857 0.70 0.13 0.54 -0.543
H 2.26851 -0.16601 -4.66987 0.05 -0.14 0.10 0.380
H 1.28124 1.26376 -4.54997 -0.31 -0.02 0.15 0.264
H 0.63104 -0.25119 -5.28600 -0.01 0.32 -0.34 0.395
H 0.59846 -1.44827 -3.18826 0.01 -0.20 -0.42 0.125
H -0.20848 0.09225 -2.90065 -0.51 -0.08 -0.54 -0.048
H 1.14667 -0.09093 -1.37994 0.25 0.02 0.52 0.276
C -1.45857 3.50049 5.15333 -1.98 0.91 0.59 -1.413
C -0.92306 2.25258 4.59716 0.47 -0.49 0.37 0.298
O 0.41553 2.58126 4.31757 0.62 -0.70 -0.47 -0.553
H -1.33218 4.32728 4.45438 0.23 0.06 0.15 0.326
H -1.07613 3.73756 6.14612 0.55 0.07 -0.22 0.305
H -2.53002 3.41675 5.33518 -0.30 -0.06 -0.14 0.400
H -1.44248 1.86434 3.72104 -0.15 0.33 -0.29 0.145
H -0.97428 1.44226 5.32438 -0.02 -0.16 0.23 0.210
H 0.74403 1.81791 3.83696 0.59 0.05 -0.27 0.304
C 2.36372 -3.44392 -0.97573 -0.72 -0.99 -0.68 -0.781
C 3.53594 -2.72131 -0.45784 0.33 1.32 0.51 -0.002
O 4.70727 -2.98838 -1.20970 0.45 -0.56 -0.30 -0.577
H 2.18994 -3.24386 -2.03302 0.06 0.26 -0.09 0.230
H 1.46374 -3.16040 -0.43006 0.12 -0.08 0.00 0.054
H 2.50887 -4.52238 -0.91293 -0.09 -0.13 0.19 0.421
H 3.70768 -2.94757 0.59450 -0.06 -0.09 0.16 0.324
H 3.34621 -1.65047 -0.53136 -0.14 0.19 0.21 0.029
H 5.45545 -2.76664 -0.65053 0.04 0.03 -0.10 0.321
O 0.75615 -3.97059 2.45926 -0.09 -0.53 0.22 -0.720
H 1.66737 -3.75306 2.65570 0.18 0.13 0.00 0.296
H 0.43680 -3.22709 1.94793 0.07 0.58 -0.07 0.278
O -0.78337 -1.38565 4.13446 -0.11 -0.23 1.17 -0.717
H 0.11810 -1.13747 4.33933 0.21 -0.03 0.08 0.294
H -0.93403 -1.03829 3.25533 -0.14 -0.01 -0.17 0.448
O 3.37404 -0.28217 2.69517 0.68 -0.32 0.24 -0.705
H 2.47537 -0.09572 2.42340 -0.33 0.06 -0.09 0.389
H 3.86209 0.50985 2.46992 0.08 0.17 -0.03 0.311
O 1.41365 2.71748 0.55698 0.21 0.71 0.10 -0.631
H 0.79315 1.98925 0.52700 -0.16 -0.26 -0.04 0.307
H 2.04633 2.52230 -0.13430 0.13 -0.13 -0.22 0.314
C -2.86652 -5.11877 1.74417 -1.05 0.14 0.18 -1.530
C -2.32318 -5.06198 0.29396 -0.82 0.66 1.26 0.391
C -2.47229 -3.67238 -0.35117 -1.89 0.12 -1.27 -0.523
O -1.73804 -3.58713 -1.57962 0.67 0.01 -0.51 -0.405
C -2.02128 -2.42654 -2.37725 0.15 -0.03 1.28 -0.481
N -0.94428 -5.35752 0.38690 1.61 0.19 -0.24 -0.751
H -2.64419 -6.04071 2.28147 0.33 -0.31 -0.54 0.405
H -3.94781 -5.02503 1.84486 -0.26 0.05 -0.44 0.420
H -2.50002 -4.35184 2.42652 0.50 0.38 -0.43 0.305
H -2.78349 -5.83772 -0.31795 -0.43 0.19 -0.17 0.309
H -2.30044 -2.81663 0.30171 0.61 -0.10 0.32 0.153
H -3.49538 -3.55459 -0.70825 -0.67 0.02 0.43 0.499
H -3.09605 -2.24647 -2.40061 -0.18 -0.06 -0.24 0.367
H -1.59964 -2.46961 -3.38147 -0.10 -0.73 0.09 0.276
H -1.55512 -1.54778 -1.93164 -0.04 0.16 0.29 0.007
H -0.57777 -4.79524 -0.36784 1.00 -0.51 -0.53 0.334
H -0.61086 -4.83772 1.18611 0.50 -0.40 0.46 0.268
C -1.13563 2.72398 -2.38465 0.91 -0.36 -0.69 -1.334
C -1.07535 4.20381 -2.12638 1.39 1.46 1.37 0.704
C 0.26340 4.91391 -2.56632 0.53 -1.23 0.95 -0.742
O 0.41195 6.28745 -2.22533 -0.80 0.52 0.63 -0.420
C 0.40883 6.63909 -0.79827 0.50 -0.38 -1.46 -0.613
N -2.13161 4.95625 -2.73206 -1.17 0.07 -1.13 -0.721
H -0.85501 2.57685 -3.42758 -0.41 -0.20 -0.45 0.355
H -2.07877 2.22172 -2.16940 -0.15 0.42 -0.05 0.360
H -0.36009 2.14711 -1.88081 0.06 0.34 0.48 0.151
H -1.20082 4.40104 -1.06174 0.32 -0.27 0.33 0.170
H 0.34553 4.81485 -3.64870 -0.14 0.40 -0.20 0.369
H 1.15780 4.42808 -2.17629 -0.03 -0.56 0.30 0.342
H 0.94274 7.58614 -0.71990 -0.21 0.12 -0.22 0.250
H 1.01054 5.93231 -0.22687 -0.37 -0.36 0.11 0.261
H -0.60983 6.76371 -0.43097 0.06 -0.25 0.13 0.259
H -2.20990 4.62817 -3.68407 -0.39 -0.28 -0.40 0.306
H -1.78239 5.89161 -2.88454 -0.08 0.50 0.36 0.287
```
Forces are in eV/Å.

Results
Net charge: -1
Strongest force on any atom in hartree/bohr: 0.053
E in eV: -48257.5905

Molecular formula: C14H48Be2O18Ti
Method: DFT, ωB97M-V/def2-TZVPD

```
83
Properties=species:S:1:pos:R:3:forces:R:3:mulliken_charge:R:1
Ti -0.63264 -2.73538 -3.33218 -0.99 2.13 1.88 0.551
Be 0.59814 0.37165 0.16371 -1.76 1.37 -0.21 1.107
Be -3.47265 0.29231 -1.26317 1.52 0.61 1.12 1.083
C -1.64255 2.26868 -0.28615 -3.08 -1.39 1.55 0.247
O -0.95391 2.38285 0.69710 5.13 1.26 5.32 -0.554
O -2.85285 2.57494 -0.25479 -3.00 0.36 -1.39 -0.743
O -1.21402 1.48914 -1.14063 2.30 -4.81 -5.68 -0.583
C -1.35760 -1.71478 -0.90041 -2.67 4.13 0.88 0.832
O -1.80628 -1.24034 0.12272 -1.00 0.31 5.31 -0.080
O -0.19487 -1.54249 -1.19213 8.34 -1.09 -2.18 -0.221
O -2.17689 -1.78029 -1.83875 -2.68 -3.23 -5.92 -0.638
C 3.62902 -1.83901 -1.10625 0.50 -2.09 1.76 -0.817
O 3.20175 -0.62799 -0.54493 -0.66 0.82 -0.71 0.072
H 3.81198 -2.46238 -0.23101 0.10 -0.65 0.08 0.354
H 2.85387 -2.40508 -1.62278 -0.27 0.75 -0.33 0.092
H 4.58343 -1.93841 -1.62328 -0.11 1.03 -0.53 0.379
H 3.94185 -0.05077 -0.34326 -0.18 0.00 -0.46 0.091
C -4.09646 -4.04480 -0.09045 -0.08 0.50 -1.94 -0.601
O -3.63488 -3.17594 0.90281 -0.50 -0.55 1.45 -0.651
H -5.13751 -4.35000 0.01517 0.19 -0.05 0.75 0.336
H -4.09724 -3.46816 -1.01543 -0.15 0.04 -0.44 0.156
H -3.45893 -4.89640 -0.32797 0.11 -0.29 0.68 0.231
H -2.82818 -2.74238 0.61496 0.14 0.41 -0.32 0.089
C 2.28319 -1.88846 2.30464 -1.23 0.27 1.15 -0.431
O 1.06199 -1.18551 2.05502 0.54 0.90 -2.01 -0.011
H 2.28558 -2.85955 1.80959 0.41 0.23 -0.50 0.076
H 3.10609 -1.20116 2.10825 0.07 -0.48 -0.17 -0.010
H 2.21269 -2.11289 3.36895 0.72 -0.05 0.14 0.429
H 0.39972 -1.43494 2.70370 -0.77 0.10 0.36 0.291
C -0.76157 6.20089 1.33192 0.99 1.98 -0.45 -0.674
O -0.75876 5.00808 1.96627 -0.03 -2.32 1.10 -0.433
H -0.52801 6.91009 2.12601 -0.62 0.81 -0.27 0.288
H 0.06164 6.34303 0.63177 0.25 -0.23 -0.32 0.264
H -1.66654 6.42489 0.76715 -0.29 0.02 0.30 0.236
H -0.18232 4.35433 1.56389 -0.58 -0.13 -0.44 0.103
C -2.36478 0.87395 -4.35691 0.86 -0.85 -0.87 -0.221
O -3.53709 0.32951 -3.76441 0.47 0.41 0.83 -0.426
H -1.98821 0.18586 -5.11376 -0.32 -0.21 -0.66 0.202
H -2.47484 1.84050 -4.84861 -0.28 0.10 0.42 0.343
H -1.49956 0.84974 -3.69441 -0.63 0.57 0.88 -0.102
H -4.14947 0.02400 -4.43764 -0.10 0.09 -0.05 0.272
C 0.23099 -4.65288 0.24899 -0.12 0.30 1.35 -0.159
O -0.79019 -5.60641 0.47385 0.25 -0.36 -0.57 -0.500
H 0.33836 -4.30693 -0.77906 -0.29 -0.10 -0.25 -0.087
H -0.03907 -3.82857 0.90905 0.24 0.56 -0.38 -0.039
H 1.21205 -4.98449 0.58909 0.09 -0.24 -0.11 0.455
H -0.37615 -6.41346 0.78823 -0.17 -0.13 -0.06 0.300
C 1.71842 3.22742 -1.43455 0.40 0.94 1.42 -0.597
O 2.23855 2.01584 -0.79864 -1.84 -0.13 -1.35 0.017
H 1.04580 3.19255 -2.29156 0.33 -1.22 -0.08 0.222
H 1.13567 3.76819 -0.68885 -0.08 -0.11 0.18 0.037
H 2.55504 3.88540 -1.66955 0.10 -0.15 -0.23 0.420
H 3.16834 2.12819 -0.58777 0.05 -0.01 0.24 0.140
C -2.41347 -1.81814 4.04139 -0.90 0.95 0.43 -0.573
O -1.22990 -1.88744 3.28547 0.52 -0.75 -0.47 -0.705
H -2.51797 -2.55320 4.83944 0.48 -0.15 -0.09 0.292
H -2.43571 -0.81351 4.46367 -0.27 -0.07 0.28 0.280
H -3.28250 -1.92379 3.39199 -0.02 -0.04 0.01 0.115
H -1.51432 -2.09426 2.39220 0.19 0.04 -0.36 0.213
C 1.81942 3.16607 2.59187 1.57 -1.23 1.09 -0.936
O 2.16800 1.78677 2.11888 -1.49 1.35 0.09 -0.187
H 0.76846 3.31765 2.83804 0.13 -0.58 -0.60 0.350
H 2.35912 3.25883 3.53432 -0.20 0.00 0.38 0.450
H 2.26843 3.98992 2.03711 -0.41 -0.28 -0.91 0.329
H 3.12474 1.72408 2.07067 0.03 0.25 -0.15 0.095
C 1.31454 -0.63450 -4.74151 3.12 1.05 -0.52 -0.668
O 0.36144 -1.59725 -5.02162 -2.37 -0.73 0.07 -0.461
H 2.04333 -1.17097 -4.13391 0.24 0.90 0.36 0.218
H 1.77059 -0.40032 -5.70342 0.71 -0.27 -0.06 0.462
H 1.06207 0.38644 -4.45510 -0.94 -0.45 1.07 0.275
H 0.12206 -1.34937 -5.91764 -0.96 -0.82 -0.23 0.297
C -4.33701 0.44492 1.78551 0.53 -0.56 -0.41 -0.351
O -4.64232 -0.56222 0.75584 -0.64 2.27 -0.52 -0.455
H -4.68261 1.45425 1.56209 -0.24 -0.37 -0.76 0.284
H -4.78514 0.20202 2.74898 0.25 -0.40 -0.05 0.369
H -3.24834 0.49860 1.78138 0.03 0.15 0.69 0.022
H -4.54557 -1.45737 1.08894 0.45 -0.45 0.10 0.346
C 5.73207 2.43330 1.05267 1.66 -0.38 0.53 -0.813
O 4.64487 1.63978 0.65951 -1.10 -0.31 -1.11 -0.490
H 5.59665 3.50802 0.93120 -0.69 -0.25 0.41 0.270
H 5.92093 2.05120 2.05587 0.54 1.17 0.39 0.320
H 6.61921 2.21105 0.45963 0.08 -0.12 -0.17 0.326
H 4.93865 0.73711 0.80262 0.05 -0.06 0.25 0.189
```
Forces are in eV/Å.

Results
Net charge: +1
Strongest force on any atom in hartree/bohr: 0.169
Multiplicity: 4
E in eV: -76050.1815